Molecular formula: C5H10O2
Method: DFT, ωB97M-V/def2-TZVPD

E_LUMO (eV): 0.96
2S+1: 1
Charge: 0
Energy relative to the best compared isomer or geometry (same formula, charge and spin) (kJ/mol): 282.2
SMILES string: CO[C@H]1C[C@H]1CO

Each line ends with the Löwdin charge.
Geometry (Å):
C  -0.8168  -0.6591  -2.0259  -0.07
O  0.0941  -1.0296  -0.9838  -0.18
C  -0.4139  -0.7639  0.3349  -0.25
C  0.3511  -0.7392  1.6485  -0.04
C  -0.2405  0.5317  1.1013  -0.20
C  0.7863  1.4825  0.5058  -0.24
O  1.7355  0.7722  -0.2482  -0.08
H  -1.0134  0.4223  -2.0450  0.10
H  -1.7668  -1.1913  -1.9035  0.09
H  -0.4009  -0.9445  -3.0030  0.10
H  -1.3677  -1.2626  0.4180  0.14
H  -0.1592  -1.2299  2.4796  0.11
H  1.4353  -0.7400  1.7454  0.12
H  -1.1081  0.9671  1.6045  0.14
H  0.2592  2.2470  -0.0864  0.11
H  1.3629  2.0057  1.2781  0.12
H  1.2631  0.1317  -0.8203  0.05